Below is C15H20BClIrN4O2 as an isolated structure, with properties calculated with ωB97M-V/def2-TZVPD.

Output
2S+1: 2
Kohn-Sham gap (alpha / beta), eV: 6.004 / 4.823
F_max, Eh/bohr: 0.0147
E, Ha: -1541.80965
ΔE to the lowest compared entry with this formula, charge and spin, kcal/mol: 0.0
Expectation value of S²: 1.055
HOMO energy (alpha / beta), Eh: -0.5458 / -0.5446
Charge: +2

Each line ends with the Löwdin spin population.
Positions of all 44 atoms, in Å:
Ir (-0.040, 0.587, -0.251)  -0.145
Cl (-1.032, 2.000, -7.316)  0.166
C (-0.509, 1.629, -5.777)  0.217
C (0.799, 1.120, -5.577)  -0.012
C (1.219, 0.818, -4.324)  0.105
C (0.336, 0.989, -3.194)  0.109
O (0.774, 0.659, -2.052)  0.143
C (-0.995, 1.527, -3.409)  0.068
C (-1.920, 1.772, -2.297)  0.011
O (-1.694, 1.513, -1.118)  0.020
C (-1.392, 1.838, -4.676)  0.089
H (1.447, 0.981, -6.432)  -0.003
H (2.210, 0.428, -4.135)  0.003
H (-2.888, 2.228, -2.529)  0.000
H (-2.380, 2.244, -4.862)  0.000
B (3.296, -1.574, 2.040)  0.009
C (2.273, -0.944, 1.080)  0.016
N (1.474, -0.403, 0.429)  0.016
H (4.284, -0.888, 1.975)  0.001
H (2.743, -1.562, 3.119)  0.001
H (3.493, -2.694, 1.648)  0.009
C (2.188, 1.395, 4.416)  0.000
C (2.568, 2.093, 3.126)  0.002
N (1.498, 1.860, 2.144)  0.014
C (0.251, 1.595, 2.466)  0.006
N (-0.632, 1.203, 1.427)  0.118
C (-2.086, 1.194, 1.755)  0.009
C (-2.422, 2.060, 2.945)  0.000
C (-1.578, 1.600, 4.108)  0.001
N (-0.165, 1.644, 3.718)  0.012
C (0.797, 1.831, 4.826)  0.002
H (2.897, 1.649, 5.202)  0.000
H (2.223, 0.314, 4.271)  0.000
H (3.482, 1.677, 2.706)  0.000
H (2.700, 3.167, 3.265)  0.001
H (1.752, 1.785, 1.171)  -0.001
H (-2.348, 0.153, 1.962)  0.007
H (-2.629, 1.496, 0.868)  0.002
H (-3.480, 1.951, 3.180)  0.000
H (-2.235, 3.115, 2.729)  0.000
H (-1.838, 0.587, 4.425)  0.000
H (-1.684, 2.260, 4.968)  0.000
H (0.426, 1.233, 5.657)  0.000
H (0.771, 2.882, 5.126)  0.001

=====

Below is an isolated ion of composition C2HN2O2S2 and charge -1, with properties calculated with ωB97M-V/def2-TZVPD.

Output
2S+1: 1
Kohn-Sham gap, eV: 7.138
F_max, Eh/bohr: 0.0808
E, Ha: -1133.19757
ΔE to the lowest compared entry with this formula, charge and spin, kcal/mol: 7.0
HOMO energy, Eh: -0.1368
Charge: -1

Each line ends with the Mulliken charge.
Positions of all 9 atoms, in Å:
C (-0.187, 0.964, -0.982)  -0.151
C (1.122, -1.252, 1.639)  0.629
N (-0.893, 0.822, -2.037)  0.430
N (-1.596, 0.337, -2.821)  -0.582
O (1.336, -2.398, 1.534)  -0.550
O (1.552, -0.169, 1.766)  -0.516
S (-0.953, 0.905, 0.673)  -0.116
S (-0.880, -1.034, 1.150)  -0.375
H (0.499, 1.825, -0.921)  0.230

=====

Below is an isolated ion of composition C9H11BrN and charge +1, with properties calculated with ωB97M-V/def2-TZVPD.

Output
2S+1: 1
Structure (SMILES): CC#CC1=CC=C[C@H](Br)[N@H+]1C
Kohn-Sham gap, eV: 8.180
F_max, Eh/bohr: 0.1079
E, Ha: -2977.91111
ΔE to the lowest compared entry with this formula, charge and spin, kcal/mol: 75.9
HOMO energy, Eh: -0.4590
Charge: +1

Each line ends with the Mulliken charge.
Positions of all 22 atoms, in Å:
C (1.836, 3.107, -1.725)  -1.383
C (1.246, 2.051, -1.128)  0.536
C (0.588, 1.098, -0.830)  -0.431
C (-0.080, -0.064, -0.386)  0.290
C (-0.344, -1.136, -1.194)  -0.438
C (-1.019, -2.201, -0.544)  -0.530
C (-1.642, -2.014, 0.607)  -0.741
C (-1.708, -0.653, 1.224)  -0.007
Br (-2.695, 0.490, 0.115)  -0.032
N (-0.354, -0.135, 1.069)  -0.213
C (0.790, -0.899, 1.676)  -0.745
H (2.625, 2.793, -2.431)  0.315
H (2.301, 3.826, -1.011)  0.306
H (1.191, 3.778, -2.284)  0.362
H (-0.047, -1.179, -2.176)  0.707
H (-0.898, -3.091, -1.000)  0.584
H (-2.311, -2.811, 1.097)  0.318
H (-2.063, -0.643, 2.174)  0.732
H (-0.431, 0.731, 1.447)  0.284
H (1.596, -0.277, 1.400)  0.367
H (0.706, -0.858, 2.747)  0.344
H (0.713, -1.913, 1.153)  0.376

=====

Below is one molecule with the formula C3H8N2S3, with properties calculated with ωB97M-V/def2-TZVPD.

Output
2S+1: 1
Kohn-Sham gap, eV: 7.841
F_max, Eh/bohr: 0.0620
E, Ha: -1423.08519
ΔE to the lowest compared entry with this formula, charge and spin, kcal/mol: 39.9
HOMO energy, Eh: -0.2831

Each line ends with the Mulliken charge.
Positions of all 16 atoms, in Å:
C (1.824, 0.100, 1.258)  -0.688
C (0.925, 1.254, 0.694)  -0.447
C (1.310, -1.162, 0.646)  -0.439
N (-0.471, 0.776, 0.624)  -0.365
N (-3.094, -0.073, -1.703)  -0.479
S (-1.547, -0.054, -2.293)  0.022
S (-0.868, -1.691, -1.407)  -0.208
S (-0.449, -0.807, 0.757)  0.213
H (2.808, 0.555, 1.035)  0.310
H (1.513, 0.050, 2.303)  0.330
H (0.836, 2.169, 1.341)  0.297
H (1.261, 1.518, -0.364)  0.259
H (1.536, -1.061, -0.508)  0.342
H (1.539, -2.151, 1.212)  0.331
H (-3.376, 0.692, -1.062)  0.265
H (-3.746, -0.116, -2.534)  0.258